(1)
DFT (ωB97M-V/def2-TZVPD) results for an isolated molecule of C5H11N.

```
17
Properties=species:S:1:pos:R:3
C -0.81 -0.40 -1.27
H -0.64 -1.32 -1.85
H -1.69 -0.57 -0.64
H 1.94 -1.44 0.22
H -1.65 -0.55 1.42
C 1.05 1.22 -0.81
C 0.89 -1.16 0.37
C -0.85 0.12 1.76
H 0.21 -2.03 0.28
H -1.04 0.41 -1.97
H 2.12 1.16 -0.59
C 0.49 0.01 1.12
H 0.64 2.02 -0.19
H -1.21 1.16 1.66
H -0.70 -0.05 2.83
N 0.37 -0.03 -0.46
H 0.87 1.45 -1.87
```

Computed properties:
HOMO level, eV: -6.71
Energy above the lowest of the compared OMol25 structures with the same formula, charge and spin, kcal/mol: 97.6
Energy, a.u.: -251.706944
Charge: 0
Orbital gap, eV: 7.6
Maximum force, eV Å⁻¹: 0.4

***

(2)
DFT (ωB97M-V/def2-TZVPD) results for a cluster of 6 separate species, C20H40N4O2S2 in total.

```
68
Properties=species:S:1:pos:R:3
H 0.45 -1.60 -2.60
H -5.12 4.41 3.53
H -0.07 -1.82 3.67
H 1.25 -0.73 3.29
C -2.17 -0.50 1.26
C -0.07 3.60 -2.51
H -0.14 4.32 -1.70
H 2.67 -4.82 -2.89
C -3.47 2.17 6.19
H 2.10 -3.73 -4.12
C 1.05 -3.65 -2.20
C 0.99 -1.78 3.39
H 0.70 -2.10 1.27
H -2.58 2.01 6.80
S -3.32 3.69 5.08
H -0.99 3.04 -2.33
H -2.78 1.46 1.77
H 5.61 -0.22 -3.43
C 0.15 4.01 -3.93
N -1.74 -4.57 3.16
C 0.02 -2.60 -2.60
H -5.46 2.88 4.11
O 6.82 -1.18 -0.95
H -5.64 4.35 5.20
H -3.19 -0.85 1.35
C -1.81 -0.25 -0.22
C 4.00 -1.05 -0.08
C -0.41 -2.77 -4.01
H -0.71 -2.49 -1.80
C -5.05 3.83 4.45
H 3.95 0.08 -2.91
H -4.20 2.59 6.89
H 5.27 0.82 -2.18
H 1.63 -2.19 4.17
H 0.96 -4.73 1.47
C -1.12 4.66 -4.49
H 2.96 -3.06 -2.69
H 2.15 -2.78 1.86
C 1.11 -2.60 2.14
C -0.38 0.09 -0.55
H -1.44 5.40 -3.75
H 2.96 -1.24 -0.35
N 0.77 0.28 -0.86
H 0.97 4.72 -4.03
H -1.81 3.85 -4.72
H 0.42 3.23 -4.65
H -3.90 1.29 5.72
H -2.34 0.66 -0.52
C -2.05 0.73 2.14
H -2.13 -1.09 -0.85
H 4.14 -1.48 0.91
H 0.47 -4.58 -2.13
H -1.21 1.35 1.83
C 0.70 -4.11 2.32
H 3.99 0.03 0.02
C 4.96 -0.15 -2.56
H 0.65 2.81 -2.29
N -0.71 5.31 -7.01
H 1.47 -3.47 -1.21
O -2.46 3.35 3.86
H -2.07 0.52 3.20
C -0.96 5.05 -5.89
C -0.61 -4.36 2.82
C 2.27 -3.82 -3.05
N -0.72 -2.89 -5.07
S 5.35 -1.46 -1.36
H -1.46 -1.27 1.57
H 1.31 -4.59 3.08
```

Computed properties:
HOMO level (spin up / spin down), eV: -10.67 / -10.67
Multiplicity: 2
Energy, a.u.: -1951.402346
Charge: +1
Orbital gap (spin up / spin down), eV: 6.6 / 2.2
Maximum force, eV Å⁻¹: 6.3

***

(3)
DFT (ωB97M-V/def2-TZVPD) results for an isolated molecule of C16H17ClN2S.

```
37
Properties=species:S:1:pos:R:3
N -0.14 -0.78 -0.02
S 1.33 1.79 -1.16
H -0.82 -4.05 -3.24
H 0.28 4.00 2.56
H 0.33 -0.54 -5.43
C 0.01 -0.71 -1.46
C 1.93 1.92 1.43
H 1.48 1.30 -3.81
C 0.85 0.43 -3.48
N -1.68 -2.59 -1.99
H 2.67 2.63 1.14
H -1.29 -1.90 -4.34
C 0.15 -0.28 2.19
H -2.64 -3.78 -3.29
C -0.61 -1.36 -3.78
C 1.90 1.51 2.87
H 0.67 0.03 4.30
C 0.37 3.42 3.51
H -0.38 2.73 3.61
H -3.20 -1.39 -1.25
C 0.34 0.05 0.86
C -2.70 -2.28 -0.93
H -2.39 -2.29 0.13
H -3.42 -3.16 -0.93
C 0.21 -0.41 -4.39
H 2.87 1.12 3.28
H -1.84 -4.65 -1.92
H 1.78 2.55 4.73
Cl 0.14 4.73 4.71
C -0.76 -1.59 -2.35
C 0.71 0.35 -2.08
C -1.75 -3.83 -2.62
C 1.20 1.26 0.50
H 2.50 3.48 3.41
C 1.70 2.78 3.67
C 0.78 0.45 3.23
H -0.58 -1.00 2.35
```

Computed properties:
HOMO level, eV: -7.58
Energy above the lowest of the compared OMol25 structures with the same formula, charge and spin, kcal/mol: 92.9
Energy, a.u.: -1587.671136
Structure (SMILES): CN(C)c1cccc2c1N=C1C=C[C@H](CCCl)C=C1S2
Charge: 0
Orbital gap, eV: 7.1
Maximum force, eV Å⁻¹: 6.2

***

(4)
DFT (ωB97M-V/def2-TZVPD) results for a cluster of 2 separate species, C4H9O2S in total.

```
16
Properties=species:S:1:pos:R:3
C 0.46 0.58 0.10
H 1.21 0.53 1.90
H 1.95 -0.79 0.58
H -1.26 1.43 1.16
H -0.10 -2.13 -3.69
H -2.16 -0.12 -1.16
O -0.33 1.06 -2.46
S 0.23 -0.02 -1.62
O 0.58 -2.41 -2.79
H -0.51 2.45 -0.19
H -1.35 -1.89 -1.65
H 0.18 2.09 1.51
H -1.29 -1.14 0.02
C 1.19 -0.10 0.96
C -0.43 1.70 0.63
C -1.28 -0.85 -1.03
```

Computed properties:
HOMO level, eV: -2.65
Energy above the lowest of the compared OMol25 structures with the same formula, charge and spin, kcal/mol: 134.3
Energy, a.u.: -706.333975
Charge: -1
Orbital gap, eV: 6.2
Maximum force, eV Å⁻¹: 5.3

***

(5)
DFT (ωB97M-V/def2-TZVPD) results for a cluster of 2 separate species, C3H2O in total.

```
6
Properties=species:S:1:pos:R:3
C 1.76 -0.67 0.18
C -2.14 0.43 -0.04
H 0.23 1.45 -0.23
H 2.28 -1.62 -0.40
O -3.12 -0.04 0.29
C 0.98 0.46 0.20
```

Computed properties:
HOMO level (spin up / spin down), eV: -6.44 / -9.64
Multiplicity: 3
Energy above the lowest of the compared OMol25 structures with the same formula, charge and spin, kcal/mol: 77.7
Energy, a.u.: -190.440555
Charge: 0
Orbital gap (spin up / spin down), eV: 7.2 / 6.9
Maximum force, eV Å⁻¹: 4.2

***

(6)
DFT (ωB97M-V/def2-TZVPD) results for a cluster of 2 separate species, CHF2N in total.

```
5
Properties=species:S:1:pos:R:3
F -0.56 1.10 -1.20
N 0.21 -0.97 -0.51
F -0.02 0.89 1.84
C -0.25 0.15 -0.52
H 0.60 -1.17 0.39
```

Computed properties:
HOMO level (spin up / spin down), eV: -10.65 / -10.19
Energy above the lowest of the compared OMol25 structures with the same formula, charge and spin, kcal/mol: 100.2
Energy, a.u.: -293.025133
Charge: 0
Orbital gap (spin up / spin down), eV: 8.7 / 8.1
Maximum force, eV Å⁻¹: 3.1

***

Which of these has the lowest maximum force? C5H11N